Density functional theory data (ωB97M-V with the def2-TZVPD basis set) for C5H6BrNO4S as an isolated structure.

Geometry as ORCA input:
```
! wB97M-V def2-TZVPD RIJCOSX def2/J DEFGRID3
* xyz 0 1
C -0.306 0.815 -0.149
C -0.612 -0.331 0.470
C 0.513 -1.257 0.853
C 1.479 0.653 -0.685
C -1.079 1.968 -0.561
N -1.916 -0.741 0.924
O -2.850 -0.173 0.425
O -2.000 -1.720 1.615
O 0.891 -1.731 -1.789
O 2.920 -1.559 -0.302
S 1.569 -1.156 -0.589
Br 2.719 1.174 0.599
H 1.060 -1.215 1.845
H 0.037 -2.324 0.961
H 1.347 1.122 -1.635
H -2.004 1.467 -0.752
H -0.690 2.310 -1.527
H -1.080 2.698 0.296
*
```

Total energy in eV: -95833.9375
Kohn-Sham gap in eV: 9.38
E_LUMO in eV: -1.0
HOMO level in eV: -10.4

Löwdin atomic charge list, values in e, 2 entries: number 1, C, carries -0.1267; number 2, C, carries -0.2042

Density functional theory data (ωB97M-V with the def2-TZVPD basis set) for a 6-piece molecular cluster, H12O6 overall.

Geometry as ORCA input:
```
! wB97M-V def2-TZVPD RIJCOSX def2/J DEFGRID3
* xyz 0 1
O 12.933 -14.974 14.061
H 13.653 -15.528 14.316
H 12.975 -14.975 13.123
O 14.277 -12.737 14.191
H 13.581 -12.291 14.661
H 13.868 -13.547 13.943
O 15.351 -16.394 13.719
H 15.217 -17.367 13.735
H 14.822 -16.110 13.022
O 14.597 -14.660 11.853
H 14.603 -15.124 10.994
H 15.493 -14.546 12.041
O 17.645 -15.377 12.283
H 16.976 -15.874 12.760
H 17.987 -14.791 12.969
O 14.596 -18.960 12.928
H 14.831 -19.825 13.127
H 14.931 -18.848 12.006
*
```

Total energy in eV: -12479.7573
Kohn-Sham gap in eV: 10.36
E_LUMO in eV: 0.0
Energy above the lowest of the compared OMol25 structures with the same formula, charge and spin in eV: 1.356
Structure (SMILES): O.O.O.O.O.O
HOMO level in eV: -10.4

Löwdin atomic charge list, values in e, 2 entries: number 1, O, carries -0.0232; number 2, H, carries 0.0110

Density functional theory data (ωB97M-V with the def2-TZVPD basis set) for a 2-piece molecular cluster, CH3NO overall.

Geometry as ORCA input:
```
! wB97M-V def2-TZVPD RIJCOSX def2/J DEFGRID3
* xyz 0 1
C 0.046 -2.231 0.572
N -0.011 -3.184 1.176
H 0.061 -1.295 0.039
O -0.428 2.221 -0.536
H 0.150 1.526 -0.924
H 0.182 2.964 -0.328
*
```

Total energy in eV: -4622.2378
Kohn-Sham gap in eV: 12.38
E_LUMO in eV: 0.4
Energy above the lowest of the compared OMol25 structures with the same formula, charge and spin in eV: 1.183
Structure (SMILES): C#N.O
HOMO level in eV: -12.0

Löwdin atomic charge list, values in e, 2 entries: number 1, C, carries -0.0968; number 2, N, carries 0.0531

Density functional theory data (ωB97M-V with the def2-TZVPD basis set) for one molecule with the formula C3H6N2O.

Geometry as ORCA input:
```
! wB97M-V def2-TZVPD RIJCOSX def2/J DEFGRID3
* xyz 0 1
N 1.741 -0.417 0.695
C 0.685 -0.198 -0.223
C -1.548 -1.038 -0.992
O -1.501 0.281 -0.714
C -0.522 0.586 0.238
N -0.624 1.331 1.239
H 2.574 0.118 0.510
H 1.431 -0.284 1.649
H 1.029 0.215 -1.181
H -1.706 -1.049 -2.095
H 0.144 -1.161 -0.487
H -1.576 1.662 1.389
*
```

Total energy in eV: -8231.7069
Kohn-Sham gap in eV: 8.57
E_LUMO in eV: 0.0
Energy above the lowest of the compared OMol25 structures with the same formula, charge and spin in eV: 4.992
HOMO level in eV: -8.6

Löwdin atomic charge list, values in e, 2 entries: number 1, N, carries 0.0342; number 2, C, carries -0.2507

Density functional theory data (ωB97M-V with the def2-TZVPD basis set) for an isolated ion of composition C6H12NO and charge +1.

Geometry as ORCA input:
```
! wB97M-V def2-TZVPD RIJCOSX def2/J DEFGRID3
* xyz 1 1
C -1.925 0.856 0.114
C -0.973 1.818 0.306
C 0.918 0.673 -0.539
C 2.863 -0.671 0.522
C -2.731 -1.408 -0.247
C 2.347 0.518 -0.317
N -1.628 -0.384 -0.265
O 0.344 1.621 0.178
H -2.886 1.108 0.601
H -1.376 2.860 0.486
H 0.535 -0.094 -1.147
H 3.902 -0.495 0.363
H 2.513 -1.664 0.098
H 2.514 -0.609 1.517
H -2.815 -1.862 0.804
H -3.837 -0.965 -0.381
H -2.600 -2.114 -1.005
H 2.894 0.294 -1.184
H 2.688 1.409 0.196
H -0.748 -0.890 -0.101
*
```

Total energy in eV: -9943.7092
Kohn-Sham gap (alpha / beta) in eV: 7.22 / 7.22
E_LUMO (alpha / beta) in eV: -5.5 / -5.5
Energy above the lowest of the compared OMol25 structures with the same formula, charge and spin in eV: 3.396
HOMO level (alpha / beta) in eV: -12.7 / -12.7

Löwdin atomic charge list, values in e, 2 entries: number 1, C, carries -0.1104; number 2, C, carries -0.1022

Density functional theory data (ωB97M-V with the def2-TZVPD basis set) for C13H23ClNO4PTi as an isolated structure.

Geometry as ORCA input:
```
! wB97M-V def2-TZVPD RIJCOSX def2/J DEFGRID3
* xyz 0 3
C -2.826 0.248 -2.802
C -2.550 -1.003 -2.255
C -1.703 -1.155 -1.152
C -1.111 -0.009 -0.598
C -1.392 1.237 -1.157
C -2.277 1.387 -2.236
C -1.558 -2.520 -0.521
C -0.206 -3.252 -0.546
N 0.993 -2.454 -0.660
Ti -0.047 0.083 1.364
C -0.854 2.535 -0.575
P 0.636 2.265 0.418
H -3.021 -1.887 -2.689
H -2.477 2.398 -2.594
H -3.486 0.368 -3.651
H -1.589 3.048 0.083
H -0.593 3.262 -1.365
H -1.895 -2.480 0.530
H -2.245 -3.211 -1.026
H -0.104 -3.835 0.378
C 1.138 3.788 1.226
C 1.953 1.853 -0.787
H -0.219 -3.951 -1.418
C 1.339 -2.017 -1.962
C 2.134 -2.894 0.110
H 0.368 1.503 2.233
H 1.730 -2.855 -2.585
H 0.475 -1.581 -2.454
H 2.114 -1.258 -1.893
H 2.658 -3.756 -0.373
H 2.854 -2.067 0.194
H 1.820 -3.175 1.122
H 2.396 2.790 -1.152
H 2.721 1.253 -0.283
H 1.581 1.267 -1.635
H 1.224 4.598 0.491
H 0.397 4.028 2.003
H 2.105 3.605 1.720
H 0.533 1.313 3.203
O 0.868 -0.111 5.711
Cl -0.276 0.495 5.055
O -1.156 1.250 5.914
O 0.484 1.786 4.194
O -0.934 -0.890 2.421
*
```

Total energy in eV: -68449.5659
Kohn-Sham gap (alpha / beta) in eV: 7.01 / 5.87
E_LUMO (alpha / beta) in eV: -0.2 / -2.5
Energy above the lowest of the compared OMol25 structures with the same formula, charge and spin in eV: 0.000
HOMO level (alpha / beta) in eV: -7.2 / -8.3

Löwdin atomic charge list, values in e, 2 entries: number 1, C, carries -0.0818; number 2, C, carries -0.0486